# 1
14
Properties=species:S:1:pos:R:3:forces:R:3 method="wB97M-V/def2-TZVPD" total_energy_ev=-16592.3010 lumo_ev=-3.13 largest_force_ev_per_a=3.922 mol_weight_g_mol=102.2 total_charge=+1 homo_ev=-14.04 smiles=C[N@H+]1[C@H]2C[C@@]21S homo_lumo_gap_ev=10.9050 relative_energy_ev=3.1056
C 0.891 -0.884 0.823 0.1 0.3 -3.9
C 1.029 0.488 0.289 -1.2 -2.5 1.0
C 0.521 -0.365 -0.763 0.8 -1.1 2.2
C -1.536 0.786 0.629 -1.3 -0.1 -3.4
N -0.283 0.805 -0.211 -1.2 -2.8 1.9
S 1.217 -1.038 -2.204 -0.8 0.2 -0.6
H 1.791 -1.478 0.618 -0.3 0.2 0.8
H 0.058 -1.363 1.279 -0.3 0.2 0.8
H 1.714 1.212 0.444 2.3 2.1 0.2
H -1.530 0.016 1.342 0.3 -0.7 1.1
H -1.573 1.810 1.037 -0.6 -0.7 -0.1
H -2.371 0.457 -0.156 1.4 1.4 1.9
H -0.284 1.644 -0.661 0.3 2.7 -2.4
H 0.356 -2.091 -2.467 0.4 0.8 0.5

# 2
14
Properties=species:S:1:pos:R:3:forces:R:3 method="wB97M-V/def2-TZVPD" total_energy_ev=-16592.3684 lumo_ev=-4.95 largest_force_ev_per_a=4.197 mol_weight_g_mol=102.2 total_charge=+1 homo_ev=-14.66 homo_lumo_gap_ev=9.7117 relative_energy_ev=3.0382
C -0.966 1.234 1.345 -2.7 -1.8 2.6
C 0.230 1.640 1.050 1.2 2.4 -1.4
C 0.317 0.213 -1.437 -1.5 0.6 0.4
C 0.296 -1.977 -0.279 -1.2 0.3 -1.4
N 0.110 -0.556 -0.263 -0.3 1.1 -0.9
S 1.270 0.628 0.092 1.5 -1.0 -0.3
H -1.485 0.209 1.474 1.4 1.6 -1.2
H 0.555 2.728 1.133 -0.3 -1.7 0.0
H -1.542 1.941 1.901 -0.4 0.7 0.2
H 0.545 -0.218 -2.395 1.5 -0.6 0.0
H -0.332 1.053 -1.645 -0.5 0.1 0.6
H 1.010 -2.278 -0.989 0.9 -0.4 -1.4
H 0.704 -2.306 0.616 -0.2 -0.8 2.0
H -0.712 -2.310 -0.603 0.7 -0.6 0.7

# 3
14
Properties=species:S:1:pos:R:3:forces:R:3 method="wB97M-V/def2-TZVPD" total_energy_ev=-16589.0680 spin_multiplicity=3 lumo_ev="-3.89 / -5.78" largest_force_ev_per_a=2.697 mol_weight_g_mol=102.2 total_charge=+1 homo_ev="-11.39 / -14.24" homo_lumo_gap_ev="7.4983 / 8.4615" relative_energy_ev=3.3133
C -2.320 -0.752 -0.490 -0.4 -1.0 1.2
C -1.801 -0.983 0.568 -0.1 0.1 1.3
C 1.641 -1.870 -0.411 -1.4 0.0 -1.0
C 0.360 0.633 -0.040 -1.0 -0.4 0.5
N 0.562 2.048 0.115 -0.8 2.0 -1.7
S 1.639 -0.369 0.395 1.9 0.6 1.1
H -3.124 -0.865 -1.143 -0.5 0.2 -1.3
H 0.956 -2.071 -1.235 0.5 0.0 0.3
H -1.361 -0.946 1.567 -0.3 -0.4 -0.9
H 2.230 -2.595 0.101 0.3 -0.4 0.1
H -0.642 0.416 0.249 -0.1 0.0 -0.5
H 1.178 2.391 0.811 1.0 0.0 1.6
H -0.345 2.587 0.253 1.2 -0.9 -0.4
H 1.025 2.376 -0.740 -0.3 0.4 -0.2

# 4
13
Properties=species:S:1:pos:R:3:forces:R:3 method="wB97M-V/def2-TZVPD" total_energy_ev=-6323.0285 lumo_ev=1.10 largest_force_ev_per_a=3.397 mol_weight_g_mol=72.1 total_charge=0 homo_ev=-9.53 homo_lumo_gap_ev=10.6354 relative_energy_ev=2.1394
C 1.364 -0.126 -0.718 -0.1 -0.1 0.2
C 0.192 0.525 0.016 -0.3 -1.2 1.6
C -1.185 0.251 -0.516 -1.4 -2.0 0.4
O -1.424 -1.050 0.440 0.4 2.7 -2.1
C -0.469 -0.372 1.198 2.2 1.4 0.4
H 2.231 -0.164 -0.050 -0.1 0.0 -0.1
H 1.696 0.367 -1.647 -0.4 0.1 0.4
H 1.086 -1.155 -0.971 0.1 0.1 0.0
H 0.415 1.530 0.403 -0.3 -0.2 -0.5
H -1.311 -0.227 -1.465 -0.1 0.5 -0.9
H -1.902 1.043 -0.266 -0.1 -0.5 -0.2
H -0.968 0.350 1.859 0.2 -0.2 0.4
H 0.275 -0.971 1.717 -0.2 -0.4 0.4

# 5
13
Properties=species:S:1:pos:R:3:forces:R:3 method="wB97M-V/def2-TZVPD" total_energy_ev=-6321.2643 lumo_ev="0.88 / 0.97" largest_force_ev_per_a=2.570 mol_weight_g_mol=72.1 total_charge=0 homo_ev="-6.86 / -7.55" homo_lumo_gap_ev="7.7429 / 8.5291" relative_energy_ev=3.9036
C -1.350 -0.979 -0.334 -0.5 -0.9 0.0
C -0.172 -0.107 -0.249 -0.5 -1.7 -0.3
C 1.156 -0.593 0.186 0.4 0.0 0.3
C 0.137 2.000 0.153 1.0 1.3 2.0
O -0.413 1.122 -0.680 0.2 0.9 -0.8
H -1.898 -1.074 0.618 0.1 0.1 0.0
H -2.090 -0.625 -1.061 0.3 0.1 0.0
H -1.054 -2.000 -0.611 -0.1 0.1 0.0
H 1.298 -0.625 1.280 -0.1 0.0 -0.2
H 1.972 0.031 -0.201 -0.2 0.0 0.0
H 1.308 -1.626 -0.166 -0.1 0.2 0.0
H 0.302 1.674 1.175 -0.3 -0.2 0.0
H 0.806 2.802 -0.109 -0.3 0.2 -1.1

# 6
13
Properties=species:S:1:pos:R:3:forces:R:3 method="wB97M-V/def2-TZVPD" total_energy_ev=-6322.3986 lumo_ev=1.06 largest_force_ev_per_a=3.026 mol_weight_g_mol=72.1 total_charge=0 homo_ev=-8.94 homo_lumo_gap_ev=9.9925 relative_energy_ev=2.7692
C 2.137 -1.102 0.031 -1.9 0.2 0.5
C -0.287 0.869 -0.134 0.6 0.0 -0.7
C -1.171 -0.095 -0.386 0.2 0.6 -0.3
C -2.132 0.807 0.287 -1.3 0.3 0.7
O -1.059 1.771 0.518 -0.5 0.0 0.4
H 2.086 -0.486 -0.872 -0.5 0.0 0.1
H 2.510 -0.439 0.813 0.3 -0.3 0.0
H 2.854 -1.875 -0.251 -0.4 -0.3 0.7
H 0.704 1.172 -0.359 0.8 -0.2 -0.1
H -1.265 -0.965 -0.991 0.2 -0.4 -0.1
H 1.042 -1.401 0.419 2.7 0.2 -1.3
H -2.521 0.445 1.238 -0.2 0.2 0.0
H -2.896 1.298 -0.314 -0.1 -0.2 0.0

# 7
13
Properties=species:S:1:pos:R:3:forces:R:3 method="wB97M-V/def2-TZVPD" total_energy_ev=-6321.2822 lumo_ev="0.72 / 0.92" largest_force_ev_per_a=1.493 mol_weight_g_mol=72.1 total_charge=0 homo_ev="-7.32 / -7.81" homo_lumo_gap_ev="8.0419 / 8.7230" relative_energy_ev=3.8857
C -2.000 0.383 0.021 -0.1 0.0 0.0
C -0.759 -0.475 0.264 0.0 -0.1 -0.1
C 0.473 0.122 -0.310 -1.4 0.4 0.2
C 2.570 -0.104 -0.145 1.1 -0.2 0.0
O 1.468 -0.704 -0.635 0.4 -0.2 -0.1
H -2.887 -0.085 0.459 0.1 0.1 -0.1
H -1.887 1.374 0.475 0.0 -0.1 -0.1
H -2.176 0.522 -1.051 0.0 0.0 0.2
H -0.871 -1.473 -0.185 0.0 0.1 0.1
H -0.643 -0.656 1.347 0.0 0.0 -0.1
H 0.660 1.185 -0.412 -0.1 -0.1 0.0
H 3.467 -0.194 -0.744 -0.1 0.0 0.1
H 2.575 0.162 0.901 0.0 0.0 -0.1

# 8
13
Properties=species:S:1:pos:R:3:forces:R:3 method="wB97M-V/def2-TZVPD" total_energy_ev=-6323.8423 lumo_ev=1.16 largest_force_ev_per_a=0.775 mol_weight_g_mol=72.1 total_charge=0 homo_ev=-10.25 smiles=CC[C@H]1CO1 homo_lumo_gap_ev=11.4111 relative_energy_ev=1.3256
C -1.665 0.592 0.129 0.0 0.1 0.0
C -0.615 -0.510 0.097 0.0 -0.1 0.1
C 0.683 -0.126 -0.572 0.0 0.5 0.1
C 1.936 -0.041 0.179 0.2 0.2 0.2
O 1.628 -1.180 -0.611 0.1 -0.2 -0.1
H -2.532 0.280 0.720 0.1 0.1 -0.1
H -1.264 1.507 0.576 -0.1 -0.1 0.0
H -2.024 0.832 -0.878 0.1 0.0 0.1
H -1.033 -1.398 -0.395 0.2 0.1 -0.1
H -0.360 -0.837 1.112 -0.1 0.1 -0.1
H 0.685 0.572 -1.413 -0.4 -0.6 -0.3
H 2.777 0.520 -0.229 -0.2 0.1 0.2
H 1.887 -0.118 1.263 0.2 -0.4 -0.1

# 9
13
Properties=species:S:1:pos:R:3:forces:R:3 method="wB97M-V/def2-TZVPD" total_energy_ev=-6323.4778 lumo_ev=1.13 largest_force_ev_per_a=1.998 mol_weight_g_mol=72.1 total_charge=0 homo_ev=-9.96 smiles=OCC1CC1 homo_lumo_gap_ev=11.0901 relative_energy_ev=1.6901
O -1.554 1.244 0.781 -0.1 0.3 0.1
C -1.203 0.732 -0.491 0.3 -0.4 -0.2
C 0.261 0.214 -0.461 0.6 -0.5 1.8
C 0.838 -1.226 -0.471 -0.3 0.4 -0.7
C 0.855 -0.565 0.842 -0.5 0.9 -0.3
H -0.738 1.598 1.153 -0.2 0.0 0.1
H -1.263 1.537 -1.255 0.2 -0.3 0.3
H -2.006 0.034 -0.758 0.5 -0.3 0.1
H 0.870 1.094 -0.693 0.5 -0.9 -0.4
H 0.133 -2.049 -0.579 0.0 0.3 -0.2
H 1.806 -1.431 -0.932 -0.4 0.2 -0.1
H 0.165 -0.899 1.616 0.0 0.1 -0.3
H 1.836 -0.285 1.249 -0.5 0.2 -0.4

# 10
13
Properties=species:S:1:pos:R:3:forces:R:3 method="wB97M-V/def2-TZVPD" total_energy_ev=-6324.7196 lumo_ev=0.93 largest_force_ev_per_a=1.927 mol_weight_g_mol=72.1 total_charge=0 homo_ev=-9.66 smiles="CC(C)C=O" homo_lumo_gap_ev=10.5847 relative_energy_ev=0.4483
C 0.841 1.036 0.507 -0.1 0.4 -0.1
C -0.063 0.128 -0.320 -0.5 0.5 -1.0
C -1.323 -0.313 0.415 -0.1 -0.1 0.1
C 0.712 -0.985 -0.898 0.1 -1.9 -0.4
O 0.268 -2.100 -1.036 -0.2 -0.3 0.2
H 0.309 1.952 0.767 0.1 0.0 0.1
H 1.134 0.540 1.445 -0.1 0.0 -0.3
H 1.754 1.310 -0.033 -0.1 0.0 0.1
H -0.417 0.539 -1.333 0.5 0.5 1.3
H -1.944 -0.971 -0.199 0.2 0.1 0.1
H -1.917 0.566 0.686 0.1 -0.1 0.0
H -1.069 -0.851 1.333 0.0 0.0 -0.1
H 1.715 -0.849 -1.335 0.2 0.8 0.2

# 11
13
Properties=species:S:1:pos:R:3:forces:R:3 method="wB97M-V/def2-TZVPD" total_energy_ev=-6322.8821 lumo_ev=1.04 largest_force_ev_per_a=4.494 mol_weight_g_mol=72.1 total_charge=0 homo_ev=-9.62 smiles="CCCC=O" homo_lumo_gap_ev=10.6671 relative_energy_ev=2.2858
O -1.966 -0.081 1.157 0.2 -0.9 -1.8
C -1.308 -0.164 0.106 -2.8 -1.7 0.9
C 0.567 1.045 0.372 -1.0 0.7 1.6
C 0.911 -0.134 -0.569 -0.5 0.2 0.3
C -0.179 -1.133 -0.173 -0.1 -0.1 0.2
H -0.571 1.025 0.936 3.7 1.0 -2.3
H -1.623 0.373 -0.820 0.1 0.2 0.4
H 1.057 0.936 1.333 0.8 0.1 0.0
H 0.767 2.012 -0.079 0.0 0.2 0.3
H 1.934 -0.520 -0.451 -0.4 0.2 0.1
H 0.807 0.158 -1.622 -0.1 0.0 0.3
H 0.061 -1.659 0.755 0.0 0.0 -0.1
H -0.457 -1.859 -0.944 0.0 0.1 0.1

# 12
13
Properties=species:S:1:pos:R:3:forces:R:3 method="wB97M-V/def2-TZVPD" total_energy_ev=-6323.3108 lumo_ev=1.11 largest_force_ev_per_a=2.003 mol_weight_g_mol=72.1 total_charge=0 homo_ev=-9.74 smiles="CCCC=O" homo_lumo_gap_ev=10.8512 relative_energy_ev=1.8571
C 1.449 -0.699 -0.357 -0.4 0.0 0.3
C -0.096 -0.598 -0.619 -1.1 -0.3 0.7
C -1.123 0.061 0.667 1.3 -0.4 -1.1
C -0.870 1.499 0.431 0.8 0.5 -0.3
O 0.087 1.808 -0.242 -0.2 1.2 0.3
H 1.672 -0.828 0.702 0.0 0.0 0.1
H 2.042 0.161 -0.693 -0.6 -0.1 0.1
H 1.880 -1.582 -0.861 -0.5 0.2 0.1
H -0.211 -0.080 -1.588 -0.5 -0.1 0.8
H -0.489 -1.594 -0.702 -0.1 -0.6 -0.3
H -2.203 -0.075 1.005 1.1 -0.6 -1.6
H -0.575 -0.368 1.498 0.3 0.5 0.5
H -1.564 2.295 0.760 -0.1 -0.2 0.3